(one)
Below is 2 unconnected molecules or ions with the total composition C3H11N2S, with properties calculated with ωB97M-V/def2-TZVPD.

```
17
C3H11N2S | the Open Molecules 2025 dataset | ωB97M-V/def2-TZVPD
C -1.894 -0.016 1.527
C 1.372 1.680 0.016
C -0.123 -0.107 -0.766
N 1.084 0.282 -0.324
N -0.333 -1.546 -1.153
S 1.951 -0.810 0.761
H -1.363 -0.595 2.274
H -2.170 0.972 1.606
H -2.564 -0.702 0.845
H 2.234 1.903 -0.718
H 0.477 2.227 -0.184
H 1.658 1.636 1.010
H -0.576 0.558 -1.352
H -0.572 -1.631 -2.113
H -1.043 -2.066 -0.561
H 0.683 -2.088 -1.058
H 3.135 -0.132 0.669
```

Values from the calculation:
* net charge: +1
* orbital gap (spin up / spin down): 8.55 / 7.71 eV
* LUMO (spin up / spin down): -3.648 / -3.680 eV

Atomic partial charges in e from the natural (NBO) method, atoms 1 to 4: number 1, C, carries -0.545; number 2, C, carries -0.403; number 3, C, carries 0.080; number 4, N, carries -0.485

(two)
Below is 2 unconnected molecules or ions with the total composition C3H11N2S, with properties calculated with ωB97M-V/def2-TZVPD.

```
17
C3H11N2S | the Open Molecules 2025 dataset | ωB97M-V/def2-TZVPD
C -3.246 -1.282 1.129
C -2.690 -0.071 0.412
S -0.918 0.192 0.531
H -2.759 -1.425 2.076
H -3.224 -2.168 0.500
H -4.288 -1.164 1.442
H -2.869 -0.184 -0.656
H -3.218 0.844 0.672
H -0.696 0.274 1.848
N 1.861 1.028 -0.883
C 2.896 0.216 -1.069
N 4.125 0.657 -0.977
H 1.952 1.923 -1.346
H 0.980 0.508 -0.866
H 2.794 -0.849 -1.219
H 4.909 0.059 -1.198
H 4.390 1.442 -0.395
```

Values from the calculation:
* net charge: +1
* orbital gap: 8.07 eV
* LUMO: -4.304 eV

Atomic partial charges in e from the natural (NBO) method, atoms 1 to 4: number 1, C, carries -0.625; number 2, C, carries -0.512; number 3, S, carries -0.113; number 4, H, carries 0.215

Stability ranking, top and bottom: (two) is the most stable and (one) is the least stable.

(one)
Below is 2 unconnected molecules or ions with the total composition C3H11N2S, with properties calculated with ωB97M-V/def2-TZVPD.

```
17
C3H11N2S | the Open Molecules 2025 dataset | ωB97M-V/def2-TZVPD
C -2.104 -0.101 1.027
C -0.940 -0.980 -0.999
C 2.330 1.282 -0.044
N 1.121 1.437 -0.013
N -0.787 -0.528 0.341
S 2.953 -0.233 0.657
H -1.755 0.353 1.862
H -2.560 0.588 0.324
H -2.681 -1.016 1.070
H -1.419 -0.250 -1.603
H 0.012 -1.267 -1.541
H -1.492 -1.869 -1.102
H 3.197 1.957 -0.453
H 0.624 2.103 -0.623
H 0.049 0.218 0.405
H -0.435 -1.360 0.920
H 3.886 -0.333 -0.229
```

Values from the calculation:
* net charge: +1
* orbital gap: 10.59 eV
* LUMO: -2.909 eV

Atomic partial charges in e from the natural (NBO) method, atoms 1 to 4: number 1, C, carries -0.377; number 2, C, carries -0.445; number 3, C, carries 0.062; number 4, N, carries -0.720

(two)
Below is 2 unconnected molecules or ions with the total composition C3H11N2S, with properties calculated with ωB97M-V/def2-TZVPD.

```
17
C3H11N2S | the Open Molecules 2025 dataset | ωB97M-V/def2-TZVPD
C -1.814 -1.045 0.182
C -0.577 -0.441 -0.454
C -0.228 0.712 0.377
N 2.089 0.884 0.149
N -0.444 1.936 -0.088
S 3.162 -0.297 -0.053
H -1.681 -1.323 1.176
H -2.199 -2.015 -0.159
H -2.595 -0.281 0.101
H 0.311 -1.086 -0.481
H -0.530 -0.017 -1.398
H -0.176 0.401 1.369
H 1.941 1.230 -0.789
H 3.241 -0.474 1.284
H -0.327 2.162 -1.071
H -0.395 2.809 0.399
H 2.405 -1.369 -0.472
```

Values from the calculation:
* net charge: +1
* orbital gap: 9.41 eV
* LUMO: -3.775 eV

Atomic partial charges in e from the natural (NBO) method, atoms 1 to 4: number 1, C, carries -0.621; number 2, C, carries -0.475; number 3, C, carries 0.373; number 4, N, carries -1.080

Stability ranking, top and bottom: (one) is the most stable and (two) is the least stable.

(one)
Below is a molecular structure, H10LiO5, with properties calculated with ωB97M-V/def2-TZVPD.

```
16
H10LiO5 | the Open Molecules 2025 dataset | ωB97M-V/def2-TZVPD
Li 0.000 0.210 0.048
O -1.077 1.713 0.709
H -1.998 1.944 0.593
H -0.901 1.885 1.634
O 1.446 1.502 -0.254
H 1.333 2.359 -0.666
H 2.175 1.623 0.354
O -0.965 -0.310 -1.803
H -1.682 -0.069 -2.389
H -1.069 -1.252 -1.670
O 1.348 -1.445 -0.243
H 1.746 -1.341 -1.107
H 1.942 -2.031 0.226
O -0.795 -1.222 1.417
H -0.931 -1.596 2.287
H -0.571 -1.971 0.865
```

Values from the calculation:
* net charge: +1
* orbital gap: 12.59 eV
* LUMO: -3.214 eV

Atomic partial charges in e from the natural (NBO) method, atoms 1 to 4: number 1, Li, carries 0.889; number 2, O, carries -0.968; number 3, H, carries 0.500; number 4, H, carries 0.493

(two)
Below is a molecular structure, H10LiO5, with properties calculated with ωB97M-V/def2-TZVPD.

```
16
H10LiO5 | the Open Molecules 2025 dataset | ωB97M-V/def2-TZVPD
Li -0.179 0.192 0.098
O 1.424 1.186 -0.652
H 1.894 0.570 -1.019
H 1.372 1.821 -1.389
O 0.415 -1.658 -0.920
H 0.815 -2.096 -1.687
H 0.360 -2.509 -0.509
O -1.470 0.243 -1.581
H -0.804 -0.328 -2.120
H -1.433 1.118 -2.046
O -1.310 1.565 1.255
H -2.006 1.200 1.619
H -0.818 1.914 2.058
O 0.561 -0.899 1.961
H 1.232 -0.820 2.614
H -0.047 -1.506 2.315
```

Values from the calculation:
* net charge: +1
* orbital gap: 12.38 eV
* LUMO: -3.422 eV

Atomic partial charges in e from the natural (NBO) method, atoms 1 to 4: number 1, Li, carries 0.895; number 2, O, carries -0.933; number 3, H, carries 0.466; number 4, H, carries 0.492

Stability ranking, top and bottom: (one) is the most stable and (two) is the least stable.

(one)
Below is 2 unconnected molecules or ions with the total composition C5H11O, with properties calculated with ωB97M-V/def2-TZVPD.

```
17
C5H11O | the Open Molecules 2025 dataset | ωB97M-V/def2-TZVPD
C 0.338 -1.358 -0.386
C 0.234 0.887 0.131
C -0.770 -1.346 -1.381
C 0.400 -2.209 0.823
C -0.115 3.070 0.751
O -0.145 1.694 1.020
H 1.278 -1.078 -0.643
H 0.667 1.192 -0.893
H -0.817 -0.367 -1.933
H -1.621 -1.603 -0.869
H -0.313 -1.917 -2.083
H 0.173 -3.186 0.432
H -0.330 -1.830 1.606
H 1.389 -2.375 1.336
H 0.547 3.448 -0.104
H -1.065 3.485 0.582
H 0.151 3.493 1.611
```

Values from the calculation:
* net charge: +1
* orbital gap: 9.59 eV
* LUMO: -4.627 eV

Atomic partial charges in e from the natural (NBO) method, atoms 1 to 4: number 1, C, carries 0.200; number 2, C, carries 0.333; number 3, C, carries -0.677; number 4, C, carries -0.721

(two)
Below is a gas-phase ion, C5H11O (charge +1), with properties calculated with ωB97M-V/def2-TZVPD.

```
17
C5H11O | the Open Molecules 2025 dataset | ωB97M-V/def2-TZVPD
C -0.363 0.722 -0.278
C -0.555 -0.393 0.712
C -0.334 0.465 -1.989
C -0.636 -1.753 0.109
C 1.386 0.990 1.376
O 0.821 0.225 0.370
H -0.690 1.758 0.048
H -0.844 -0.061 1.699
H 0.618 0.046 -2.084
H -0.602 1.301 -2.558
H -1.153 -0.295 -2.357
H 0.191 -2.422 0.361
H -0.881 -1.724 -0.922
H -1.507 -2.194 0.608
H 2.284 1.575 1.096
H 0.610 1.658 1.679
H 1.598 0.386 2.143
```

Values from the calculation:
* net charge: +1
* orbital gap: 13.89 eV
* LUMO: -2.715 eV

Atomic partial charges in e from the natural (NBO) method, atoms 1 to 4: number 1, C, carries 0.081; number 2, C, carries 0.113; number 3, C, carries -0.595; number 4, C, carries -0.669

Stability ranking, top and bottom: (two) is the most stable and (one) is the least stable.

(one)
Below is a gas-phase ion, C2H4NO2 (charge +1), with properties calculated with ωB97M-V/def2-TZVPD.

```
9
C2H4NO2 | the Open Molecules 2025 dataset | ωB97M-V/def2-TZVPD
C 0.091 -0.070 -0.020
C -1.049 -0.861 -0.372
N 1.690 1.431 0.697
O 1.959 2.500 0.492
O 0.128 1.173 0.276
H 1.039 -0.719 -0.117
H -1.009 -1.621 -1.085
H -1.896 -0.306 -0.402
H -0.953 -1.526 0.531
```

Values from the calculation:
* net charge: +1
* orbital gap: 10.64 eV
* LUMO: -6.586 eV

Atomic partial charges in e from the natural (NBO) method, atoms 1 to 4: number 1, C, carries 0.504; number 2, C, carries -0.709; number 3, N, carries 0.507; number 4, O, carries -0.005

(two)
Below is a gas-phase ion, C2H4NO2 (charge +1), with properties calculated with ωB97M-V/def2-TZVPD.

```
9
C2H4NO2 | the Open Molecules 2025 dataset | ωB97M-V/def2-TZVPD
N -0.728 -0.489 -0.761
C 0.616 0.121 -0.065
O 0.345 1.425 0.449
C 0.604 0.517 1.357
O 0.707 0.255 2.480
H -1.409 -0.760 -0.038
H -0.456 -1.328 -1.295
H -1.136 0.219 -1.388
H 1.458 0.040 -0.740
```

Values from the calculation:
* net charge: +1
* SMILES string: [NH3+][C@H]1OC1=O
* orbital gap: 11.53 eV
* LUMO: -4.463 eV

Atomic partial charges in e from the natural (NBO) method, atoms 1 to 4: number 1, N, carries -0.720; number 2, C, carries 0.092; number 3, O, carries -0.379; number 4, C, carries 0.783

Stability ranking, top and bottom: (two) is the most stable and (one) is the least stable.